{"formula": "C48H96O21", "method": "wB97M-V/def2-TZVPD", "e_homo_ev": -9.3, "orbital_gap_ha": 0.358, "e_above_lowest_kcal_mol": 75.0, "species": ["H", "H", "H", "H", "C", "H", "H", "C", "C", "C", "H", "O", "H", "O", "H", "H", "C", "H", "H", "O", "C", "O", "H", "H", "H", "H", "C", "H", "H", "H", "H", "H", "H", "C", "H", "C", "H", "O", "H", "H", "C", "O", "O", "H", "H", "C", "H", "H", "C", "C", "H", "H", "H", "H", "C", "H", "H", "H", "H", "H", "H", "C", "H", "H", "H", "H", "C", "H", "H", "C", "C", "O", "H", "H", "C", "H", "H", "C", "H", "H", "O", "H", "C", "H", "H", "C", "O", "C", "H", "H", "H", "C", "H", "O", "C", "H", "H", "H", "C", "H", "O", "C", "C", "H", "H", "H", "H", "H", "C", "C", "C", "H", "H", "O", "C", "C", "O", "H", "H", "H", "H", "H", "O", "C", "C", "H", "H", "C", "O", "H", "O", "H", "O", "C", "H", "H", "H", "C", "C", "H", "C", "H", "O", "H", "H", "H", "C", "H", "C", "O", "H", "H", "C", "O", "H", "H", "C", "H", "H", "C", "H", "H", "C", "C", "C"], "coordinates": [[-5.3307, 4.3000, 2.8716], [2.8383, -0.0350, 6.2152], [-0.7056, 2.4189, -1.2506], [-2.6076, -0.9886, -2.2368], [2.2532, 1.7992, 5.3257], [-0.7747, -0.6620, -0.5037], [2.5146, 5.9933, 1.4539], [2.5047, -0.1062, 4.0253], [1.7245, -4.8878, 2.2401], [-0.2865, 4.6692, 2.7934], [4.4115, 2.1538, -1.4758], [1.1238, -6.0624, 2.8433], [3.2923, -2.5871, -1.7177], [4.6428, 3.3172, 0.8867], [1.8771, -0.7981, -3.5992], [-6.7366, -2.0510, -5.0542], [2.6839, 1.9608, -3.7642], [4.0915, 0.7076, 5.2707], [-4.1505, -3.7223, 1.6096], [5.5065, 1.3349, -5.8687], [-3.9310, 2.0167, 4.7391], [-3.6309, 4.2147, -3.1237], [-1.9122, 1.2769, 0.3154], [1.0885, -0.7082, -5.2294], [-1.3225, 5.2669, -2.0721], [-4.7069, 3.6401, -1.4231], [-3.6710, 2.7629, 2.4610], [-4.6046, -2.1853, -0.1331], [-4.3233, 1.0116, 4.5839], [2.3838, -1.1869, 4.0997], [-6.6068, -0.4926, 2.5001], [-0.2943, -3.5141, -1.2795], [-2.8868, -6.4730, -1.3594], [-4.2214, -2.6818, 1.9265], [-6.3279, -2.7929, 2.2178], [3.0156, 0.5361, 5.3038], [-5.8831, 2.6356, 2.8768], [-4.2010, 0.0087, -3.0900], [6.2544, -2.6572, 3.4739], [-3.7201, 6.1757, -3.5815], [1.5289, 6.0829, 1.9104], [1.7280, -2.6363, -4.5365], [-0.6690, 5.5691, 1.7358], [-0.3109, 3.5964, 2.6020], [3.1739, 0.0931, 3.1883], [-3.2606, 5.1590, -1.0125], [-0.8716, -6.5798, 3.0107], [4.0668, 1.9196, 2.3164], [-4.8920, -1.0682, -3.3630], [4.3274, -2.8423, 0.8016], [0.1164, 6.8520, 0.3929], [-0.5313, -3.6779, -3.0565], [-3.8000, 1.8323, 1.9085], [-3.3493, -2.5171, 2.5593], [4.0917, 2.1098, 1.2434], [1.6269, -0.9623, -0.6293], [-3.0161, 3.0603, -1.5432], [6.6531, 2.9968, 0.3662], [5.9404, 1.2223, -1.2799], [-2.5016, -4.7257, -2.9760], [7.2621, 2.5504, -4.6612], [5.6723, 3.0800, -0.1020], [-0.5664, 1.6745, 1.4549], [-0.8225, 4.7930, 3.7344], [0.2635, -1.4163, -3.8864], [2.0733, 2.1403, 6.3452], [-5.5809, -0.8599, 2.4743], [-4.9930, -0.4208, 3.2803], [-1.3207, -3.9648, 3.3426], [-0.2002, -5.7701, 3.2963], [-0.6193, -4.4779, 2.6846], [5.2336, 2.8124, -4.1736], [-4.1429, 5.7925, -0.9213], [2.5925, -3.8461, -0.7505], [-4.2263, -1.6905, 0.7614], [5.3369, -1.3479, 2.8537], [3.0673, 2.1745, 0.8766], [-5.0202, 3.2737, 3.0674], [-5.3477, -2.7050, 3.6736], [1.8546, -5.0477, 1.1698], [0.1367, -5.3761, -1.9922], [0.7322, 5.2552, 0.0991], [1.2517, -1.3065, -4.3331], [7.0115, 3.4918, -3.2225], [0.1746, -0.0645, 3.8920], [-3.6905, 3.8981, -1.7204], [1.0201, 1.0678, -1.0141], [-2.0585, -4.5330, -1.9989], [0.3780, -5.5230, -6.8015], [-2.2964, 5.3743, -4.1423], [2.7124, 1.2117, -2.9729], [4.7662, 1.0514, 0.4121], [1.5516, 5.1536, 3.8795], [-5.0770, -0.6027, 1.1682], [3.5055, -3.5587, -1.2721], [1.9239, 0.1784, 0.5601], [1.0734, 0.9082, 2.8023], [0.7561, -2.9567, 1.7852], [-0.2641, -0.1734, 0.3262], [5.5645, 0.5677, 0.9749], [-4.3788, -2.2049, -3.4224], [-2.7630, -0.1381, -2.9007], [-1.9808, -5.8681, -1.3223], [-0.9015, -7.0036, -2.8966], [1.0789, -6.6242, -5.5996], [-7.9800, -1.2214, -4.3572], [3.7230, -4.3179, -2.0234], [2.0835, -5.9798, -6.8840], [-7.0427, -1.6977, -4.0695], [-0.6587, -4.1531, -2.0838], [1.0939, 0.5167, 3.8194], [2.6819, -4.6716, 2.7140], [1.8523, 4.1733, 2.4853], [-4.8722, 3.0351, 4.4488], [-0.8404, 1.2165, 0.5045], [-3.0023, 5.4008, -3.3122], [-0.2112, -3.3721, -5.6723], [-2.6026, -3.7393, -1.4869], [-0.0596, -5.6847, 4.3738], [-0.4494, -0.8256, 1.1796], [5.6726, 3.8471, -0.8764], [6.5790, 4.2596, -4.7672], [3.4610, 1.5416, -4.8563], [1.2653, -5.7377, -6.2059], [0.7399, -3.7438, 2.5391], [-7.1884, -2.5599, -3.4188], [0.8984, -3.1746, 3.4550], [0.4264, 5.9352, 0.8942], [3.3199, -2.1865, 1.0534], [-2.7808, 4.9204, -0.0633], [-6.1305, -0.7332, -3.5436], [1.4539, 6.9987, 2.4967], [0.9640, 1.4357, 4.9297], [-0.0289, 1.9566, -0.5320], [-2.4392, 0.7881, -2.4259], [-2.2811, -0.2904, -3.8664], [-0.1827, -7.2074, -1.3471], [-2.2919, 5.7619, -2.0139], [1.1716, -0.0765, -0.1863], [4.4769, -2.8460, 3.4189], [-5.4347, -2.3416, 2.6497], [-2.2168, 3.2085, 4.1231], [4.5329, -3.5769, -0.3198], [-3.2101, -1.3710, 0.5303], [2.5664, 2.6358, 4.7010], [-1.7533, -5.6104, -0.2879], [1.2035, 4.9630, 2.8643], [-2.0991, 1.6243, 3.5817], [4.7695, 1.8732, -5.0406], [5.4040, -3.0431, 1.5913], [4.0363, 0.2747, 0.1837], [-2.0876, 6.8223, -1.8663], [-2.8415, 2.4098, 3.7232], [1.6578, -4.6705, -5.3368], [-3.1592, 3.4534, 1.7906], [0.3516, 2.7951, 0.0512], [5.1799, 1.8207, -0.7781], [-3.6213, 2.0238, 5.7841], [-1.1196, -4.6778, 1.7371], [6.6200, 3.3152, -4.2243], [3.0268, 2.8368, -3.2137], [1.6307, 2.0696, -4.0230], [-0.7210, -6.4818, -1.9568], [5.3488, -2.4364, 2.9089], [0.9505, -3.5455, -5.2097]], "forces_ev_per_a": [[0.479, 0.096, 0.183], [-0.303, -0.112, -0.160], [0.607, -0.518, -0.994], [0.242, 0.016, -0.127], [-1.241, 1.233, 1.390], [-0.372, -0.031, -0.106], [0.073, 0.043, 0.247], [-0.917, -1.199, -0.047], [-0.924, 0.250, 1.003], [1.897, 0.288, -0.869], [-0.274, -0.627, 0.161], [0.593, 0.253, -0.952], [0.507, 0.109, -0.057], [1.909, 1.985, -0.432], [0.276, -0.304, -0.350], [0.740, -0.233, 0.165], [-0.205, 0.040, 1.939], [0.112, -0.016, -0.080], [-0.143, 0.009, -0.141], [-2.248, 1.040, 1.528], [0.645, 0.900, -1.192], [-1.006, -2.224, 0.457], [0.035, -0.133, 0.236], [0.548, -0.287, -0.236], [0.096, -0.241, 0.576], [0.001, -0.331, -0.284], [0.141, -0.145, 0.375], [-0.354, 0.269, -0.183], [-0.220, -0.126, -0.410], [0.335, -0.089, 0.022], [0.075, -0.012, 0.179], [-0.126, 0.188, 0.041], [0.061, 0.020, -0.079], [1.844, -0.259, -1.103], [0.048, -0.393, -0.124], [1.387, -0.417, -0.250], [0.001, -0.067, -1.288], [0.923, 1.255, 0.261], [0.001, -0.572, -0.462], [-0.314, 0.276, -0.002], [0.149, 0.933, 0.231], [-0.159, -1.169, -0.968], [-1.837, -1.100, -0.428], [-0.868, -0.139, -0.759], [-0.203, 0.030, -0.063], [0.651, -0.314, 0.158], [0.125, -0.184, 0.285], [0.286, 0.189, 0.144], [2.632, -3.285, -0.028], [-0.642, -0.331, -0.112], [0.043, 0.091, 0.135], [0.642, 0.207, 0.055], [-0.324, 0.017, -0.129], [0.140, 0.161, 0.071], [-1.652, -0.912, -0.166], [-0.624, 0.095, -0.832], [0.003, -0.171, 0.179], [0.073, -0.032, 0.052], [0.137, 0.461, -0.497], [0.002, 0.592, -0.203], [-0.144, 0.269, -0.419], [-0.439, 0.242, -0.488], [-0.499, -0.438, 0.314], [-0.188, 0.768, -0.349], [-0.178, 0.248, 0.156], [0.529, 0.448, 0.065], [0.196, -0.044, 0.226], [0.158, 0.755, -0.240], [-0.006, 0.178, -0.118], [0.875, -0.511, 0.455], [0.242, 0.685, -0.257], [-0.421, 0.123, 0.538], [0.177, 0.199, 0.373], [-0.259, -0.136, -0.246], [0.105, -0.413, 0.138], [-0.480, -0.011, -0.232], [-0.606, -0.275, 0.377], [0.306, -1.608, 0.151], [-0.354, 0.349, 0.204], [-0.001, -0.016, -0.048], [0.355, 1.170, -0.925], [-0.392, -0.731, 0.093], [-1.631, -0.314, 0.537], [-0.675, -0.045, 0.187], [0.426, -0.784, 0.069], [-0.173, 0.116, -0.334], [-0.203, 1.257, -1.626], [-1.869, -0.491, -0.322], [0.009, 0.312, 0.247], [0.073, -0.344, -0.159], [-0.008, -0.398, -0.156], [-1.655, -1.409, 0.955], [0.014, 0.142, 0.016], [0.617, -0.093, -0.278], [-1.591, -0.444, -0.065], [-0.175, 0.054, 0.668], [-0.086, 1.007, 0.050], [-0.091, -0.227, -0.347], [-0.509, -2.016, 0.397], [0.433, 0.136, -0.337], [-1.598, 2.093, -0.008], [-0.987, -0.224, 0.181], [-0.072, -0.677, 0.991], [-0.132, 0.470, -0.564], [-0.065, 0.140, 0.117], [0.023, 0.421, 0.937], [0.156, 0.281, 0.069], [0.148, 0.338, 0.158], [-0.128, -0.517, -0.994], [2.251, -0.053, -0.895], [0.295, 0.242, 0.660], [0.161, -0.312, -0.075], [-0.440, -0.837, 0.299], [-0.561, 0.756, 2.364], [0.751, -0.453, -0.123], [0.911, 2.560, -0.607], [3.862, -0.141, 1.770], [-0.453, -0.317, 0.018], [-0.755, -0.084, 0.281], [0.308, -0.041, 0.196], [0.071, 0.604, 0.564], [0.269, -0.256, -0.147], [1.580, 0.344, -1.121], [-0.479, -0.267, -0.075], [-0.853, 0.248, -0.428], [0.045, 0.264, 0.118], [0.519, -0.441, 0.330], [-0.240, 0.740, 0.948], [1.762, -0.866, -0.281], [-0.274, 0.329, 0.203], [-1.786, 0.312, -0.362], [-0.005, 0.436, -0.560], [-1.097, -0.294, -1.659], [0.284, 0.403, 0.800], [-0.053, -0.074, -0.160], [-0.008, -0.041, 0.114], [-0.373, -0.182, 0.323], [0.132, 0.082, -0.364], [-0.624, 1.517, 1.608], [0.038, 0.329, 0.139], [-2.285, -0.793, 1.097], [-0.536, 0.384, -0.015], [0.937, 1.051, 1.316], [0.021, 0.456, 0.020], [0.720, -0.073, -0.113], [0.044, -0.637, 0.381], [1.879, -0.709, 0.911], [-0.160, -0.357, -0.406], [2.187, -0.715, -0.597], [-0.360, 0.612, 0.111], [0.091, -0.218, 0.012], [-0.209, 0.023, -0.126], [0.401, -0.712, 0.314], [0.371, 0.656, 0.241], [-0.099, 0.218, 0.155], [0.925, 0.264, -0.545], [1.624, -0.106, -0.343], [-0.066, 0.583, -0.024], [0.118, 0.226, -0.183], [-0.787, -0.842, -0.469], [0.141, 0.391, -0.722], [0.256, 0.078, -0.506], [-0.335, -0.166, 1.235], [-0.186, 0.006, -0.243], [-2.668, 0.769, -1.502]]}